1.
Below is C13H19BrOPdSi as an isolated structure at a distorted geometry, with properties calculated with wB97M-V/def2-TZVPD.

Output
ΔE to the lowest compared entry with this formula, charge and spin = 0.00 kcal per mole
Lowest unoccupied orbital energy (spin up / spin down) = 5.0 / 4.9 eV
HOMO level (spin up / spin down) = 0.30 / 0.31 eV
Total charge = -2
Spin multiplicity = 3
Calculated total energy = -97235.0332 eV
Gap between HOMO and LUMO (spin up / spin down) = 0.1741 / 0.1689 Ha
Expectation value of S² = 2.0057

CARTESIAN COORDINATES (ANGSTROEM)
1 C 1.48 -1.00 -1.85
2 C 1.95 0.32 -1.55
3 C 2.40 0.34 -0.18
4 H 1.91 1.17 -2.23
5 C 2.20 -0.98 0.35
6 C 1.62 -1.80 -0.67
7 H 1.33 -2.84 -0.57
8 H 1.08 -1.37 -2.80
9 H 2.87 1.17 0.37
10 H 2.36 -1.30 1.36
11 Pd 0.43 -0.21 -0.28
12 Br -1.94 -0.23 -1.78
13 C -3.39 -3.51 -1.78
14 C -2.46 -4.58 -1.60
15 C -1.61 -4.62 -2.75
16 H -2.42 -5.25 -0.75
17 C -2.03 -3.58 -3.64
18 C -3.12 -2.90 -3.04
19 H -3.64 -2.04 -3.45
20 H -4.16 -3.19 -1.08
21 H -0.81 -5.33 -2.93
22 H -1.59 -3.34 -4.60
23 C 1.64 2.23 3.37
24 Si 0.26 2.59 2.09
25 C -0.96 3.57 3.22
26 C 1.04 4.10 1.21
27 O -0.31 1.40 1.20
28 H 1.85 3.12 4.00
29 H 2.58 1.97 2.87
30 H 1.38 1.41 4.05
31 H -0.33 4.35 3.68
32 H -1.77 4.09 2.68
33 H -1.43 3.00 4.02
34 H 1.99 3.83 0.75
35 H 0.38 4.49 0.42
36 H 1.23 4.93 1.91

These are the Mulliken partial charges, in e, on atoms 1 to 6: atom 1 (C): -0.519, atom 2 (C): -0.528, atom 3 (C): -0.232, atom 4 (H): 0.303, atom 5 (C): -0.592, atom 6 (C): -0.623

2.
Below is a 2-piece molecular cluster, C13H20F5N2O6 overall at a distorted geometry, with properties calculated with wB97M-V/def2-TZVPD.

Output
Lowest unoccupied orbital energy = -2.9 eV
HOMO level = -12.86 eV
Total charge = +1
Calculated total energy = -42651.2108 eV
Gap between HOMO and LUMO = 0.3672 Ha

CARTESIAN COORDINATES (ANGSTROEM)
1 C 6.32 0.32 -0.77
2 C 4.96 -0.04 -0.20
3 O 4.56 -1.34 -0.66
4 C 3.88 0.96 -0.60
5 C 2.57 0.59 0.09
6 N 1.51 0.22 -0.91
7 C 0.31 -0.20 -0.15
8 C -0.64 -1.04 -1.00
9 F -0.60 -0.68 -2.30
10 F -1.91 -0.92 -0.56
11 C -0.27 -2.54 -0.89
12 F 1.06 -2.68 -1.11
13 F -0.91 -3.25 -1.81
14 F -0.55 -3.00 0.33
15 C -0.31 1.10 0.40
16 O 0.67 2.11 0.53
17 C 1.91 1.64 1.04
18 N 2.76 2.78 1.28
19 C 2.88 3.11 2.45
20 O 2.97 3.41 3.56
21 H 7.10 -0.03 -0.10
22 H 6.44 1.39 -0.93
23 H 6.47 -0.22 -1.71
24 H 5.02 -0.08 0.89
25 H 4.56 -1.96 0.07
26 H 4.23 1.96 -0.38
27 H 3.75 0.86 -1.68
28 H 2.74 -0.32 0.66
29 H 1.29 1.02 -1.51
30 H 1.87 -0.52 -1.52
31 H 0.59 -0.81 0.71
32 H -0.75 0.88 1.37
33 H -1.12 1.46 -0.23
34 H 1.69 1.14 1.99
35 C -4.59 -1.96 0.87
36 O -5.93 -1.51 1.07
37 C -6.25 -0.45 0.33
38 O -5.51 0.11 -0.44
39 O -7.51 -0.12 0.59
40 C -8.00 1.00 -0.14
41 H -4.44 -2.81 1.53
42 H -4.44 -2.27 -0.16
43 H -3.88 -1.17 1.14
44 H -7.97 0.81 -1.21
45 H -7.42 1.90 0.09
46 H -9.03 1.15 0.17

These are the Mulliken partial charges, in e, on atoms 1 to 6: atom 1 (C): -1.433, atom 2 (C): 0.248, atom 3 (O): -0.592, atom 4 (C): -1.175, atom 5 (C): 0.145, atom 6 (N): -0.176

3.
Below is an isolated ion of composition C3H6BrN2S and charge +1 at a distorted geometry, with properties calculated with wB97M-V/def2-TZVPD.

Output
ΔE to the lowest compared entry with this formula, charge and spin = 34.40 kcal per mole
Lowest unoccupied orbital energy = -4.0 eV
HOMO level = -14.26 eV
Total charge = +1
SMILES = [NH3+][C@@]1(Br)N=CCS1
Calculated total energy = -87057.9889 eV
Gap between HOMO and LUMO = 0.3760 Ha

CARTESIAN COORDINATES (ANGSTROEM)
1 C -0.72 -0.67 1.30
2 C -1.17 -1.37 -0.02
3 C 0.99 -0.06 -0.03
4 N 0.34 0.00 1.23
5 N 0.62 1.55 -0.64
6 S 0.24 -1.19 -1.11
7 Br 2.89 0.05 -0.01
8 H -1.50 -0.59 2.08
9 H -1.48 -2.48 0.08
10 H -2.05 -0.74 -0.41
11 H -0.32 2.00 -0.59
12 H 0.93 1.29 -1.66
13 H 1.23 2.22 -0.22

These are the Mulliken partial charges, in e, on atoms 1 to 6: atom 1 (C): -0.109, atom 2 (C): -0.429, atom 3 (C): 0.378, atom 4 (N): -0.433, atom 5 (N): -0.542, atom 6 (S): -0.021

4.
Below is C37H45BrN2O5PdS4 as an isolated structure at a distorted geometry, with properties calculated with wB97M-V/def2-TZVPD.

Output
ΔE to the lowest compared entry with this formula, charge and spin = 52.35 kcal per mole
Lowest unoccupied orbital energy (spin up / spin down) = 0.1 / -2.1 eV
HOMO level (spin up / spin down) = -7.84 / -8.63 eV
Spin multiplicity = 5
Calculated total energy = -169178.8752 eV
Gap between HOMO and LUMO (spin up / spin down) = 0.2917 / 0.2390 Ha
Expectation value of S² = 6.0571

CARTESIAN COORDINATES (ANGSTROEM)
1 Pd -2.45 -0.65 -0.28
2 C 3.31 5.25 -2.32
3 C 3.66 3.74 -2.64
4 C 4.56 3.27 -1.45
5 C 4.47 3.75 -3.97
6 C 2.43 2.85 -2.87
7 C 2.58 1.41 -2.82
8 C 1.48 0.65 -2.63
9 Br 1.49 -1.18 -2.47
10 C 0.09 1.16 -2.62
11 O -0.83 0.47 -2.29
12 C -0.01 2.62 -2.99
13 C 1.18 3.40 -3.00
14 C -1.39 3.31 -3.04
15 C -1.39 4.81 -3.51
16 C -2.34 2.61 -4.00
17 C -2.07 3.21 -1.64
18 H 4.23 5.79 -2.17
19 H 2.66 5.36 -1.45
20 H 2.77 5.64 -3.20
21 H 5.20 4.05 -0.89
22 H 5.24 2.44 -1.69
23 H 3.86 2.83 -0.73
24 H 5.34 4.50 -3.88
25 H 3.79 4.22 -4.78
26 H 4.69 2.80 -4.27
27 H 3.58 0.95 -2.89
28 H 1.08 4.48 -3.08
29 H -0.86 5.01 -4.45
30 H -0.97 5.46 -2.67
31 H -2.42 5.14 -3.60
32 H -2.07 2.60 -5.06
33 H -3.29 3.03 -3.86
34 H -2.47 1.53 -3.67
35 H -1.50 3.44 -0.78
36 H -2.50 2.25 -1.55
37 H -3.02 3.84 -1.73
38 O -8.32 -3.82 -1.39
39 C -7.39 -3.15 -1.11
40 S -6.62 -3.01 0.46
41 C -5.29 -1.90 -0.08
42 C -5.32 -1.50 -1.41
43 S -4.25 -0.31 -2.01
44 S -6.67 -2.09 -2.31
45 S -4.21 -1.40 1.10
46 C 1.33 -2.91 2.46
47 C 1.43 -3.98 1.42
48 N 0.53 -5.09 1.60
49 C 0.83 -6.06 2.68
50 C -0.34 -6.33 3.61
51 C -0.19 -5.63 0.58
52 O -0.54 -6.79 0.60
53 C -0.75 -4.66 -0.44
54 C -0.91 -5.18 -1.75
55 C -1.51 -4.35 -2.73
56 C -1.97 -3.13 -2.33
57 N -1.82 -2.69 -1.07
58 C -1.25 -3.42 -0.12
59 H 1.99 -2.09 2.18
60 H 1.74 -3.30 3.41
61 H 0.32 -2.60 2.69
62 H 2.46 -4.36 1.58
63 H 1.21 -3.61 0.37
64 H 1.66 -5.69 3.33
65 H 1.24 -6.99 2.28
66 H -0.63 -5.44 4.12
67 H -0.24 -7.09 4.38
68 H -1.27 -6.62 3.06
69 H -0.57 -6.20 -2.08
70 H -1.67 -4.61 -3.77
71 H -2.42 -2.43 -3.02
72 H -1.36 -3.06 0.86
73 C 2.21 1.92 6.35
74 C 1.43 1.63 5.09
75 C 1.79 2.10 3.80
76 C 1.07 1.72 2.62
77 C 1.47 2.22 1.27
78 C 0.02 0.81 2.78
79 C -0.35 0.31 4.02
80 C -1.49 -0.64 4.08
81 C 0.31 0.77 5.15
82 C -0.82 0.46 1.54
83 O -1.56 1.25 0.95
84 O -0.76 -0.74 1.14
85 H 2.44 2.97 6.46
86 H 3.17 1.50 6.43
87 H 1.74 1.68 7.32
88 H 2.67 2.67 3.68
89 H 2.44 1.81 0.98
90 H 1.56 3.29 1.21
91 H 0.78 1.83 0.50
92 H -2.42 -0.18 3.64
93 H -1.80 -0.80 5.11
94 H -1.28 -1.53 3.59
95 H 0.02 0.43 6.11

These are the Mulliken partial charges, in e, on atoms 1 to 6: atom 1 (Pd): 0.810, atom 2 (C): -1.961, atom 3 (C): 2.074, atom 4 (C): -1.107, atom 5 (C): -1.659, atom 6 (C): -0.038

5.
Below is a 2-piece molecular cluster, C4H12NOS overall, with properties calculated with wB97M-V/def2-TZVPD.

Output
ΔE to the lowest compared entry with this formula, charge and spin = 0.00 kcal per mole
Lowest unoccupied orbital energy = 4.0 eV
HOMO level = -2.95 eV
Total charge = -1
Calculated total energy = -18716.7546 eV
Gap between HOMO and LUMO = 0.2573 Ha

CARTESIAN COORDINATES (ANGSTROEM)
1 C 1.45 0.45 2.92
2 C 1.65 0.77 1.43
3 C 0.33 0.86 0.65
4 S -0.79 -0.55 0.87
5 H 0.61 1.02 3.30
6 H 2.35 0.67 3.49
7 H 1.19 -0.60 3.02
8 H 2.21 1.71 1.35
9 H 2.26 -0.01 0.95
10 H 0.55 0.99 -0.41
11 H -0.17 1.77 0.99
12 N -0.79 -1.71 -2.59
13 C -1.95 -0.85 -2.58
14 O -1.75 0.41 -1.97
15 H -0.05 -1.24 -3.09
16 H -0.47 -1.82 -1.63
17 H -2.27 -0.65 -3.60
18 H -2.76 -1.40 -2.07
19 H -1.60 0.18 -1.01

These are the Mulliken partial charges, in e, on atoms 1 to 6: atom 1 (C): -1.049, atom 2 (C): -0.413, atom 3 (C): -0.649, atom 4 (S): -0.686, atom 5 (H): 0.262, atom 6 (H): 0.358

6.
Below is a 14-piece molecular cluster, C4H36O14 overall at a distorted geometry, with properties calculated with wB97M-V/def2-TZVPD.

Output
ΔE to the lowest compared entry with this formula, charge and spin = 103.93 kcal per mole
Lowest unoccupied orbital energy = -0.1 eV
HOMO level = -9.89 eV
Calculated total energy = -33395.0623 eV
Gap between HOMO and LUMO = 0.3583 Ha

CARTESIAN COORDINATES (ANGSTROEM)
1 C -1.91 1.83 -1.96
2 O -3.22 1.30 -1.95
3 C -0.92 0.54 -2.06
4 C 0.53 0.84 -1.82
5 C 1.39 1.10 -3.08
6 H -1.69 2.37 -2.93
7 H -1.59 2.31 -1.08
8 H -3.59 1.12 -2.84
9 H -1.13 0.02 -2.95
10 H -1.36 -0.12 -1.35
11 H 0.87 -0.03 -1.16
12 H 0.78 1.79 -1.20
13 H 1.00 0.43 -3.84
14 H 2.44 0.80 -2.66
15 H 1.25 2.17 -3.25
16 H 2.46 -2.47 -1.46
17 H 1.72 -3.32 -0.47
18 O 2.59 -2.92 -0.63
19 H -3.00 -2.65 -0.29
20 H -2.92 -4.02 0.40
21 O -2.52 -3.17 0.36
22 H 0.07 -2.60 1.24
23 H -1.09 -1.65 0.72
24 O -0.16 -1.69 0.85
25 H -1.12 3.05 1.75
26 H -1.32 4.30 0.98
27 O -1.80 3.57 1.34
28 H 4.20 -0.03 -0.60
29 H 3.51 1.12 -1.27
30 O 4.11 0.41 -1.48
31 H 1.76 -0.48 3.59
32 H 0.47 -1.45 3.67
33 O 1.42 -1.36 3.36
34 H -0.32 0.38 1.42
35 H -1.95 0.22 1.53
36 O -1.13 0.69 1.78
37 H 3.11 2.33 2.20
38 H 3.18 1.23 3.31
39 O 2.63 1.89 2.90
40 H 1.82 -0.04 1.81
41 H 1.37 -0.76 0.63
42 O 2.04 -0.11 0.91
43 H 0.82 2.53 1.01
44 H 1.06 3.41 2.29
45 O 0.76 3.46 1.39
46 H -1.47 -3.79 2.00
47 H -1.29 -2.65 2.98
48 O -0.80 -3.41 2.58
49 H 0.47 -2.53 -3.47
50 H -0.26 -1.91 -2.46
51 O 0.44 -2.69 -2.47
52 H -4.59 0.11 0.94
53 H -3.48 0.64 0.11
54 O -3.67 -0.07 0.71

These are the Mulliken partial charges, in e, on atoms 1 to 6: atom 1 (C): -0.741, atom 2 (O): -0.567, atom 3 (C): -0.897, atom 4 (C): 1.200, atom 5 (C): -1.225, atom 6 (H): 0.381